--- 1 ---
2 unconnected molecules or ions with the total composition C4H11N2S. Source: the Open Molecules 2025 dataset; level of theory: wB97M-V/def2-TZVPD.

Structure (XYZ):
```
18
C4H11N2S | the Open Molecules 2025 dataset | wB97M-V/def2-TZVPD
C 0.86885 1.13947 -0.54495
C -0.17621 -1.24379 -1.91479
C -1.03638 -1.01606 -3.06261
C 0.92204 0.55834 2.00639
N 0.00790 0.70263 3.07127
N 0.26103 1.17874 0.75697
S 0.59100 -2.64155 -1.55583
H 1.82271 0.59862 -0.49073
H -0.58906 -0.21366 -3.65397
H -1.20676 -1.89134 -3.69792
H -1.99097 -0.61827 -2.71407
H 1.85762 1.10511 2.15061
H 1.14555 -0.47940 1.73702
H 0.29437 1.29156 3.83113
H -0.41611 -0.14371 3.41335
H -0.68254 0.77310 0.66721
H 0.08145 2.17745 0.94884
H 0.22367 -3.50297 -2.54643
```

Values from the calculation:
Total charge   +1
Molar mass   119.21 g mol⁻¹

natural (NBO) analysis output, partial charges in e: 0.096 -0.191 -0.764 -0.064 -0.854 -0.669 0.301 0.119 0.286 0.212 0.271 0.217 0.215 0.403 0.401 0.474 0.459 0.087

--- 2 ---
A gas-phase ion, C4H11N2S (charge +1). Source: the Open Molecules 2025 dataset; level of theory: wB97M-V/def2-TZVPD.

Structure (XYZ):
```
18
C4H11N2S | the Open Molecules 2025 dataset | wB97M-V/def2-TZVPD
N 2.17926 1.35377 -0.17950
C 2.06801 -0.06413 -0.16778
S 0.89988 -0.83595 0.94501
C -0.36087 -1.38150 -0.28568
C -1.29838 -0.17019 -0.73968
C -2.23838 0.26029 0.35191
N -1.74064 0.59591 1.46332
H 3.01766 1.71709 0.25796
H 2.31122 1.69195 -1.17405
H 3.04392 -0.50490 0.28330
H 2.00397 -0.54291 -1.15641
H -0.96544 -2.22182 0.27919
H 0.07484 -1.70761 -1.22172
H -0.77788 0.82435 -1.15654
H -1.84440 -0.42529 -1.71421
H -3.28860 0.26599 0.26872
H -0.79302 0.26821 1.64145
H -2.29116 0.87672 2.30470
```

Values from the calculation:
Total charge   +1
Molar mass   119.21 g mol⁻¹
SMILES   NCSCCC=[NH2+]

natural (NBO) analysis output, partial charges in e: -0.850 -0.379 0.224 -0.529 -0.540 0.325 -0.612 0.384 0.376 0.224 0.222 0.257 0.248 0.290 0.266 0.229 0.424 0.441

--- 3 ---
A gas-phase ion, C4H11N2S (charge +1). Source: the Open Molecules 2025 dataset; level of theory: wB97M-V/def2-TZVPD.

Structure (XYZ):
```
18
C4H11N2S | the Open Molecules 2025 dataset | wB97M-V/def2-TZVPD
C 0.29588 0.22184 2.90236
C -1.56811 0.06016 -2.55989
C 2.04182 0.35459 0.53940
C -0.02183 0.03958 -0.88712
N -1.93141 -1.36895 -0.71416
N -1.21846 -0.45226 -1.25631
S 0.44333 -0.40802 0.83067
H 0.73293 -0.73517 3.31870
H 0.71551 1.12549 3.04550
H -0.74569 0.11429 3.19331
H -2.07548 1.06601 -2.48863
H -2.38030 -0.45237 -2.85783
H -0.76610 -0.10436 -3.37947
H 2.49692 0.22017 -0.47616
H 2.87436 0.10580 1.17373
H 1.99793 1.33174 0.85619
H 0.64761 0.65243 -1.39337
H -1.53890 -1.77098 0.15309
```

Values from the calculation:
Total charge   +1
Molar mass   119.21 g mol⁻¹

natural (NBO) analysis output, partial charges in e: -0.489 -0.453 -0.779 -0.292 -0.371 -0.024 0.575 0.250 0.214 0.238 0.255 0.247 0.259 0.270 0.271 0.239 0.249 0.340

Short version: 2, 3, 1, most stable first.

--- 1 ---
8 unconnected molecules or ions with the total composition C8H16Cl16. Source: the Open Molecules 2025 dataset; level of theory: wB97M-V/def2-TZVPD.

Structure (XYZ):
```
40
C8H16Cl16 | the Open Molecules 2025 dataset | wB97M-V/def2-TZVPD
Cl -29.88615 -27.48600 -11.57780
C -28.61559 -26.30225 -11.96825
Cl -28.72609 -25.66104 -13.69309
H -28.66571 -25.52014 -11.21069
H -27.66400 -26.79369 -11.76562
Cl -31.20393 -31.86473 -8.51386
C -30.70532 -33.45785 -9.07835
Cl -29.01324 -33.82545 -8.59160
H -31.33388 -34.21374 -8.60756
H -30.76949 -33.53244 -10.16390
Cl -26.74020 -29.79825 -11.10852
C -28.25826 -30.42410 -10.41658
Cl -28.70329 -29.47117 -9.04832
H -29.04639 -30.31501 -11.16159
H -28.12410 -31.48695 -10.21545
Cl -23.84385 -31.01333 -9.80320
C -23.75204 -31.47387 -11.56920
Cl -22.82800 -30.28849 -12.49633
H -23.45182 -32.52165 -11.57967
H -24.77783 -31.44714 -11.93681
Cl -27.42802 -31.53494 -6.19816
C -26.01839 -31.07343 -7.22636
Cl -24.52331 -31.74804 -6.51389
H -26.16658 -31.47491 -8.22883
H -25.82056 -30.00274 -7.17561
Cl -31.29847 -31.83114 -12.32256
C -32.39434 -30.56120 -12.78377
Cl -34.03884 -31.11611 -12.63861
H -32.27487 -29.63505 -12.22157
H -32.28329 -30.47770 -13.86488
Cl -24.49194 -25.22135 -12.37094
C -24.21322 -26.99592 -11.94201
Cl -22.89678 -27.06771 -10.80855
H -25.05973 -27.41805 -11.40042
H -23.78750 -27.54867 -12.77946
Cl -28.72272 -29.19404 -14.79152
C -26.95856 -29.67979 -14.79093
Cl -25.83372 -28.40067 -14.35211
H -26.81820 -30.43521 -14.01779
H -26.55774 -30.12415 -15.70197
```

Values from the calculation:
Molar mass   679.46 g mol⁻¹
SMILES   ClCCl.ClCCl.ClCCl.ClCCl.ClCCl.ClCCl.ClCCl.ClCCl

natural (NBO) analysis output, partial charges in e: -0.045 -0.366 -0.037 0.226 0.221 -0.008 -0.389 -0.049 0.226 0.224 -0.070 -0.416 0.017 0.236 0.229 -0.059 -0.382 -0.007 0.230 0.218 -0.038 -0.376 -0.041 0.223 0.230 -0.031 -0.416 -0.014 0.235 0.230 -0.067 -0.382 -0.016 0.228 0.234 -0.038 -0.383 -0.022 0.218 0.228

--- 2 ---
A molecular structure, C8H16Cl16. Source: the Open Molecules 2025 dataset; level of theory: wB97M-V/def2-TZVPD.

Structure (XYZ):
```
40
C8H16Cl16 | the Open Molecules 2025 dataset | wB97M-V/def2-TZVPD
C 0.52095 1.24102 2.83107
Cl 1.70457 2.56136 2.47933
Cl 1.06458 -0.02796 4.06333
H -0.41600 1.69037 3.16017
H 0.29903 0.72674 1.89600
C 2.96721 0.27230 -0.78961
Cl 1.93365 -0.76616 -1.76323
Cl 3.83014 1.39741 -1.88423
H 2.32281 0.97600 -0.26269
H 3.73741 -0.27029 -0.24144
C -2.86309 3.14363 0.24679
Cl -1.53831 1.97766 0.73920
Cl -4.44419 2.70305 0.96040
H -2.57609 4.06188 0.75919
H -2.92111 3.25563 -0.83589
C -0.32637 -2.23134 -0.24498
Cl -1.95427 -2.51264 -0.87551
Cl -0.34448 -1.99914 1.54295
H 0.36819 -3.03165 -0.50030
H 0.13827 -1.34056 -0.66772
C 2.45106 -1.29736 1.64747
Cl 2.19960 -2.07770 0.11356
Cl 4.10813 -0.58919 1.75712
H 1.66847 -0.56288 1.83775
H 2.38652 -2.12659 2.35197
C 0.67248 -1.93094 -2.66031
Cl -0.91837 -2.72114 -2.97739
Cl 1.87897 -2.94490 -1.71963
H 1.08081 -1.62087 -3.62220
H 0.47200 -0.95343 -2.22168
C -0.18402 0.67921 -0.38770
Cl -0.01984 0.27133 -2.16324
Cl 1.10602 0.15142 0.77512
H -0.35214 1.74629 -0.24223
H -1.10175 0.23180 -0.00598
C -3.42245 0.52778 -0.62638
Cl -3.55968 -0.42329 -2.11376
Cl -2.59888 -0.33533 0.64921
H -2.94207 1.49412 -0.77978
H -4.42777 0.65447 -0.22466
```

Values from the calculation:
Molar mass   679.46 g mol⁻¹

natural (NBO) analysis output, partial charges in e: -0.393 -0.040 -0.059 0.222 0.177 -0.473 0.050 -0.094 0.217 0.253 -0.391 0.026 -0.012 0.252 0.232 -0.576 -0.004 -0.047 0.236 0.289 -0.445 0.011 -0.045 0.153 0.248 -0.459 -0.020 0.113 0.250 0.078 -0.503 0.152 0.094 0.221 0.211 -0.433 -0.006 0.067 0.197 0.251

Short version: 1, 2, most stable first.

--- 1 ---
A single C3H4N2OS molecule. Source: the Open Molecules 2025 dataset; level of theory: wB97M-V/def2-TZVPD.

Structure (XYZ):
```
11
C3H4N2OS | the Open Molecules 2025 dataset | wB97M-V/def2-TZVPD
C -0.65866 -0.71170 0.24772
N 0.63281 -0.12775 0.08824
N 0.75212 1.13595 0.26275
C 1.94879 1.54688 0.19903
S 3.16048 0.27338 0.03064
C 1.78048 -0.72995 -0.03313
O 1.87535 -2.31847 -0.71453
H -0.60771 -1.79297 0.26347
H -1.15894 -0.35556 1.25744
H -1.18850 -0.29278 -0.53112
H 2.22742 2.48509 0.55619
```

Values from the calculation:
Molar mass   116.14 g mol⁻¹
SMILES   Cn1ncsc1=O

natural (NBO) analysis output, partial charges in e: -0.399 -0.211 -0.218 -0.136 0.461 0.313 -0.732 0.265 0.216 0.217 0.223

--- 2 ---
A single C3H4N2OS molecule. Source: the Open Molecules 2025 dataset; level of theory: wB97M-V/def2-TZVPD.

Structure (XYZ):
```
11
C3H4N2OS | the Open Molecules 2025 dataset | wB97M-V/def2-TZVPD
C 1.52656 -1.19492 1.76602
C 0.63943 -0.55505 1.25531
C -0.28030 0.17125 0.42033
N -0.24501 0.20477 -0.87382
S 0.75928 -0.87860 -1.70995
N -1.30903 0.85061 1.02789
O -1.71441 2.00753 0.35492
H 2.35412 -1.71623 2.23369
H 1.79393 -1.08677 -0.84460
H -1.07424 1.19227 1.93317
H -1.94289 1.69276 -0.53086
```

Values from the calculation:
Molar mass   116.14 g mol⁻¹
SMILES   C#C/C(=N\S)NO

natural (NBO) analysis output, partial charges in e: -0.142 -0.113 0.298 -0.609 0.191 -0.286 -0.544 0.251 0.097 0.369 0.488

Short version: 2, 1, most stable first.

--- 1 ---
A single C3H4N2OS molecule. Source: the Open Molecules 2025 dataset; level of theory: wB97M-V/def2-TZVPD.

Structure (XYZ):
```
11
C3H4N2OS | the Open Molecules 2025 dataset | wB97M-V/def2-TZVPD
H -0.31410 2.67061 -0.11424
N 0.47535 1.97147 -0.03548
C -0.08135 0.80192 0.02336
O -1.40265 0.46418 -0.12621
C -1.47663 -0.91713 -0.16091
C -0.23539 -1.46342 -0.02861
N 0.63281 -0.37690 0.31480
S 2.43701 -0.37383 -0.16084
H -2.53247 -1.30152 -0.19048
H 0.04919 -2.48859 0.23477
H 2.44823 1.01320 0.24385
```

Values from the calculation:
Molar mass   116.14 g mol⁻¹
SMILES   [H]/N=c1\occn1S

natural (NBO) analysis output, partial charges in e: 0.364 -0.773 0.658 -0.459 0.062 -0.122 -0.517 0.114 0.229 0.239 0.205

--- 2 ---
A single C3H4N2OS molecule. Source: the Open Molecules 2025 dataset; level of theory: wB97M-V/def2-TZVPD.

Structure (XYZ):
```
11
C3H4N2OS | the Open Molecules 2025 dataset | wB97M-V/def2-TZVPD
C 0.22006 -0.97001 0.24320
N -0.37796 0.23875 -0.33177
N -0.46295 1.39395 0.38417
C -0.92420 2.30228 -0.36218
O -1.17884 1.85745 -1.53962
C -0.79104 0.50621 -1.57872
S -1.08578 -0.38653 -2.91316
H -0.13466 -1.68400 -0.53519
H 1.27777 -0.95998 0.38006
H -0.12500 -0.99617 1.24311
H -0.91609 3.39077 -0.01308
```

Values from the calculation:
Molar mass   116.14 g mol⁻¹
SMILES   Cn1ncoc1=S

natural (NBO) analysis output, partial charges in e: -0.407 -0.233 -0.304 0.320 -0.423 0.306 -0.171 0.247 0.215 0.225 0.225

--- 3 ---
2 unconnected molecules or ions with the total composition C3H4N2OS. Source: the Open Molecules 2025 dataset; level of theory: wB97M-V/def2-TZVPD.

Structure (XYZ):
```
11
C3H4N2OS | the Open Molecules 2025 dataset | wB97M-V/def2-TZVPD
N 2.02373 -0.80040 -0.32345
N 1.87154 -1.40329 0.61693
S 1.66861 -2.22701 1.85498
C -0.67922 0.35580 -1.22092
C -1.05063 0.65662 0.16323
C -0.32475 0.76948 1.22784
O 0.34263 0.96670 2.17660
H 0.25460 -0.31595 -1.13593
H -0.48792 1.30808 -1.70479
H -1.50228 -0.19826 -1.89631
H -2.11632 0.88823 0.24182
```

Values from the calculation:
Molar mass   116.14 g mol⁻¹
SMILES   N#[N+][S-].CC=C=O

natural (NBO) analysis output, partial charges in e: -0.009 -0.157 0.178 -0.613 -0.557 0.700 -0.471 0.226 0.217 0.219 0.267

--- 4 ---
2 unconnected molecules or ions with the total composition C3H4N2OS. Source: the Open Molecules 2025 dataset; level of theory: wB97M-V/def2-TZVPD.

Structure (XYZ):
```
11
C3H4N2OS | the Open Molecules 2025 dataset | wB97M-V/def2-TZVPD
C 1.74740 0.72390 -0.39934
C 1.22829 -0.51390 -0.12191
C -0.39320 0.88332 -0.79941
N 0.74335 1.59925 -0.76965
N -0.11699 -0.40789 -0.43668
O -2.05200 -0.73032 2.07083
S -1.24716 -1.60875 -0.35046
H 2.82685 0.96599 -0.22515
H 1.61595 -1.51307 0.11861
H -1.41317 1.13685 -1.15984
H -2.93932 -0.53538 2.07300
```

Values from the calculation:
Molar mass   116.14 g mol⁻¹

natural (NBO) analysis output, partial charges in e: -0.056 -0.104 0.193 -0.415 -0.516 -0.778 0.556 0.227 0.240 0.228 0.425

Short version: 2, 1, 3, 4, most stable first.

--- 1 ---
A single C3H4N2OS molecule. Source: the Open Molecules 2025 dataset; level of theory: wB97M-V/def2-TZVPD.

Structure (XYZ):
```
11
C3H4N2OS | the Open Molecules 2025 dataset | wB97M-V/def2-TZVPD
H 1.17547 -0.10658 -2.57744
N 1.21901 0.28670 -1.65989
C 0.34479 -0.32507 -0.96193
C -0.69286 -1.26918 -1.25555
C -1.39859 -1.38224 -0.09659
O -0.89465 -0.68465 0.89961
N 0.25682 0.02086 0.43034
S 0.48931 1.48038 1.13427
H -0.91287 -1.57042 -2.27310
H -2.29472 -1.94276 0.04594
H 1.50949 1.11679 1.95068
```

Values from the calculation:
Molar mass   116.14 g mol⁻¹
SMILES   [H]/N=c1\ccon1S

natural (NBO) analysis output, partial charges in e: 0.334 -0.694 0.367 -0.416 0.198 -0.314 -0.327 0.284 0.244 0.215 0.109

--- 2 ---
A single C3H4N2OS molecule. Source: the Open Molecules 2025 dataset; level of theory: wB97M-V/def2-TZVPD.

Structure (XYZ):
```
11
C3H4N2OS | the Open Molecules 2025 dataset | wB97M-V/def2-TZVPD
S 3.03852 0.06340 0.00018
C 1.40770 0.12293 -0.04139
N 0.64792 1.25270 -0.07599
N -0.71610 1.32696 -0.05909
C -1.34468 0.22289 -0.03332
C -0.68922 -1.09022 0.05252
O 0.75850 -1.05243 -0.19109
H 1.14112 2.16137 0.00565
H -2.42202 0.32130 0.10279
H -1.00820 -1.76196 -0.79174
H -0.81353 -1.56694 1.03147
```

Values from the calculation:
Molar mass   116.14 g mol⁻¹
SMILES   S=C1NN=CCO1

natural (NBO) analysis output, partial charges in e: -0.142 0.355 -0.467 -0.196 0.010 -0.151 -0.481 0.425 0.210 0.223 0.213

--- 3 ---
A single C3H4N2OS molecule. Source: the Open Molecules 2025 dataset; level of theory: wB97M-V/def2-TZVPD.

Structure (XYZ):
```
11
C3H4N2OS | the Open Molecules 2025 dataset | wB97M-V/def2-TZVPD
H 2.56036 -2.09656 -0.02647
N 2.53937 -0.94298 -0.40240
C 1.53069 -0.10314 0.00377
N 0.13367 -0.41822 0.43204
C -0.52261 0.76509 0.26693
O -0.06987 1.89595 -0.20456
C -2.11802 0.57870 -0.03573
S -3.03925 -0.75532 -0.19347
H 1.77802 0.90055 -0.45592
H -0.19639 -1.49173 0.75854
H -2.59598 1.66765 -0.14273
```

Values from the calculation:
Molar mass   116.14 g mol⁻¹
SMILES   [H]/N=C\NC(=O)C=S

natural (NBO) analysis output, partial charges in e: 0.329 -0.629 0.226 -0.669 0.601 -0.582 -0.355 0.107 0.257 0.486 0.230

Short version: 2, 1, 3, most stable first.

--- 1 ---
A molecular structure, C3H4N2OS. Source: the Open Molecules 2025 dataset; level of theory: wB97M-V/def2-TZVPD.

Structure (XYZ):
```
11
C3H4N2OS | the Open Molecules 2025 dataset | wB97M-V/def2-TZVPD
C 0.31557 -0.60050 1.07959
C -0.10944 -0.33994 -0.36150
C -1.27880 0.56821 -0.63225
N 1.71443 -0.46715 1.34736
N 2.43659 -0.02616 0.41132
O -0.55068 -0.83560 1.93324
S 1.95344 0.65779 -0.88519
H -0.01600 -1.24706 -0.90406
H -1.21310 0.99742 -1.72607
H -1.21236 1.44052 0.15582
H -2.03966 -0.14752 -0.41826
```

Values from the calculation:
Molar mass   116.14 g mol⁻¹

natural (NBO) analysis output, partial charges in e: 0.559 -0.197 -0.657 -0.254 -0.307 -0.515 0.426 0.224 0.241 0.237 0.243

--- 2 ---
A single C3H4N2OS molecule. Source: the Open Molecules 2025 dataset; level of theory: wB97M-V/def2-TZVPD.

Structure (XYZ):
```
11
C3H4N2OS | the Open Molecules 2025 dataset | wB97M-V/def2-TZVPD
C 0.41912 1.33343 -0.78154
C 0.47167 -0.12649 -0.22264
O 1.52937 -0.76649 -0.34058
S -0.86941 -0.77156 0.75770
N -0.18310 -2.22082 1.02599
C 0.93387 -2.64833 0.56696
N 1.53869 -3.64895 0.25193
H -0.16991 1.98730 -0.07493
H 1.39727 1.76799 -0.63869
H -0.00378 1.29153 -1.75723
H 2.51127 -3.86214 0.31378
```

Values from the calculation:
Molar mass   116.14 g mol⁻¹
SMILES   CC(=O)SN=C=N

natural (NBO) analysis output, partial charges in e: -0.697 0.360 -0.556 0.535 -0.753 0.681 -0.689 0.227 0.245 0.244 0.403

Short version: 2, 1, most stable first.